{
  "formula": "C3H7NS2",
  "method": "the ωB97M-V functional and the def2-TZVPD basis",
  "elements": ["C", "C", "C", "H", "H", "H", "H", "H", "H", "H", "N", "S", "S"],
  "positions_angstrom": [[-0.581, -0.615, 0.050], [0.188, 0.441, 0.926], [0.009, 0.610, -0.621], [-1.092, -2.471, 0.498], [0.946, -1.811, 0.432], [-1.685, -0.474, 0.088], [-0.360, 1.107, 1.461], [2.255, 1.342, 0.868], [1.003, 0.369, -1.152], [-1.320, 1.441, -2.585], [-0.211, -1.865, -0.242], [1.790, 0.043, 1.446], [-0.941, 1.883, -1.169]],
  "mulliken_charge": [-0.2220, -0.5750, -0.1197, 0.3265, 0.3247, 0.3164, 0.5160, 0.1663, 0.3459, 0.1358, -0.6296, -0.3015, -0.2839],
  "orbital_gap_ha": 0.321,
  "total_charge": 0,
  "fmax_ha_per_bohr": 0.144
}



{
  "formula": "C5H14N3O",
  "method": "the ωB97M-V functional and the def2-TZVPD basis",
  "elements": ["C", "C", "C", "C", "C", "N", "N", "N", "O", "H", "H", "H", "H", "H", "H", "H", "H", "H", "H", "H", "H", "H", "H"],
  "positions_angstrom": [[-2.816, 0.064, -0.398], [-1.560, 0.152, 0.062], [0.621, 0.547, -0.169], [1.169, 1.811, 0.417], [-4.032, -0.008, 0.514], [0.707, -1.769, -0.625], [1.254, -0.523, -0.352], [3.652, -0.933, 0.265], [-4.964, -0.934, 0.090], [-2.964, 0.064, -1.424], [-1.439, 0.160, 1.194], [1.333, 1.526, 1.545], [0.512, 2.630, 0.271], [2.147, 1.969, -0.162], [-4.391, 1.016, 0.634], [-3.581, -0.517, 1.353], [1.207, -2.262, -1.318], [-0.334, -1.882, -0.679], [2.325, -0.799, -0.060], [4.050, -1.708, -0.249], [3.748, -0.980, 1.272], [3.998, -0.050, -0.063], [-5.917, -0.595, -0.018]],
  "mulliken_charge": [0.0257, -0.7905, 0.6086, -0.9707, -0.2846, -0.6509, 0.1229, -0.8152, -0.5527, 0.4046, 0.1991, 0.2639, 0.3495, 0.2983, 0.3113, 0.2662, 0.2160, 0.2912, 0.4636, 0.2910, 0.2947, 0.3111, 0.3471],
  "orbital_gap_ha": 0.339,
  "total_charge": 1,
  "fmax_ha_per_bohr": 0.082
}



{
  "formula": "C15H20F5O2ReTe",
  "method": "the ωB97M-V functional and the def2-TZVPD basis",
  "elements": ["Re", "C", "C", "C", "H", "C", "C", "H", "H", "H", "H", "C", "C", "C", "H", "C", "C", "H", "H", "H", "H", "O", "C", "C", "C", "C", "C", "H", "H", "H", "H", "H", "H", "H", "H", "H", "H", "F", "Te", "F", "F", "F", "F", "O"],
  "positions_angstrom": [[0.881, -0.041, 1.019], [0.929, -1.851, 2.190], [-0.513, -1.804, 2.187], [-0.981, -2.223, 0.906], [-1.120, -1.637, 3.060], [0.129, -2.478, 0.081], [1.331, -2.178, 0.813], [2.337, -2.474, 0.529], [1.574, -1.861, 3.062], [-2.025, -2.413, 0.664], [0.122, -2.976, -0.888], [2.185, 1.464, 1.752], [2.912, 0.280, 1.377], [2.695, 0.055, -0.038], [3.581, -0.270, 2.028], [1.890, 1.141, -0.529], [1.535, 1.980, 0.574], [0.917, 2.869, 0.528], [2.206, 1.927, 2.728], [3.148, -0.718, -0.642], [1.723, 1.375, -1.575], [-0.652, 0.275, -1.270], [-0.739, -0.012, -2.656], [-2.282, 0.159, -2.657], [-0.295, -1.383, -3.107], [-0.084, 1.063, -3.509], [-2.087, 0.625, -1.234], [-2.778, -0.809, -2.768], [-2.586, 0.910, -3.380], [-2.186, 1.708, -1.067], [-2.618, 0.023, -0.486], [-0.788, -1.572, -4.070], [-0.598, -2.161, -2.411], [0.786, -1.412, -3.276], [-0.532, 1.003, -4.508], [0.992, 0.885, -3.628], [-0.245, 2.075, -3.116], [-1.537, 2.210, 5.069], [-1.270, 1.503, 3.316], [-2.275, -0.032, 3.808], [-2.854, 2.304, 2.642], [-0.260, 3.057, 2.889], [0.305, 0.646, 3.990], [-0.872, 0.768, 1.604]],
  "mulliken_charge": [1.1914, -0.6731, -0.6989, -0.9072, 0.6814, -0.4273, -0.9084, 0.6636, 0.5643, 0.4386, 0.8742, -0.5960, -0.4426, -0.5167, 0.4828, -0.1659, -0.5636, 0.4047, 0.3890, 0.4802, 0.6465, -0.0992, 1.5645, -0.6922, -1.8736, -2.0921, -0.5808, 0.3099, 0.3400, 0.2763, 0.1735, 0.4445, 0.3491, 0.3522, 0.4559, 0.4218, 0.4028, -0.4597, 1.6257, -0.4620, -0.4687, -0.4591, -0.4698, -0.9758],
  "orbital_gap_ha": [0.178, 0.239],
  "spin_multiplicity": 4,
  "total_charge": -1,
  "fmax_ha_per_bohr": 0.069
}



{
  "formula": "C6H17NO",
  "method": "the ωB97M-V functional and the def2-TZVPD basis",
  "elements": ["C", "C", "C", "C", "C", "N", "C", "H", "H", "H", "H", "H", "H", "H", "H", "H", "H", "H", "H", "H", "H", "H", "O", "H", "H"],
  "positions_angstrom": [[1.445, 2.305, -1.456], [0.254, 1.661, -0.728], [0.712, 0.448, 0.097], [0.822, -0.834, -0.717], [-0.540, -1.531, -0.889], [-1.183, -1.923, 0.367], [-0.539, -3.147, 0.942], [1.647, 1.812, -2.409], [2.361, 2.199, -0.876], [1.240, 3.353, -1.671], [-0.256, 2.387, -0.096], [-0.514, 1.306, -1.418], [1.610, 0.645, 0.678], [-0.043, 0.239, 0.867], [1.522, -1.518, -0.219], [1.277, -0.787, -1.710], [-0.358, -2.454, -1.457], [-1.178, -0.873, -1.476], [-2.151, -2.147, 0.225], [0.521, -3.097, 0.703], [-0.595, -3.029, 2.018], [-0.980, -4.025, 0.492], [-1.466, 3.202, 2.772], [-2.260, 3.528, 3.203], [-1.345, 2.279, 2.757]],
  "mulliken_charge": [-1.1880, -0.2104, -0.6659, -0.7013, -0.7099, -0.3775, -0.8868, 0.2878, 0.2989, 0.3768, 0.2885, 0.1855, 0.4896, 0.1992, 0.2890, 0.3689, 0.3291, 0.4480, 0.2453, 0.2867, 0.3026, 0.3413, -0.6330, 0.3143, 0.3213],
  "orbital_gap_ha": 0.359,
  "total_charge": 0,
  "fmax_ha_per_bohr": 0.048,
  "smiles": "CCCCCNC.O"
}



{
  "formula": "C3H5O4Zn",
  "method": "the ωB97M-V functional and the def2-TZVPD basis",
  "elements": ["O", "C", "C", "O", "O", "C", "H", "H", "H", "H", "O", "H", "Zn"],
  "positions_angstrom": [[-0.713, -1.803, 0.717], [-0.186, -1.124, -0.143], [-0.735, 1.724, 0.397], [0.487, 1.129, 0.679], [-0.810, -0.263, -0.954], [-1.633, 0.715, -0.309], [-0.653, 2.629, -0.235], [-1.259, 2.029, 1.323], [-2.238, 1.191, -1.091], [-2.269, 0.195, 0.420], [0.996, -1.454, -0.725], [1.515, -1.979, -0.103], [2.030, 0.894, -0.215]],
  "mulliken_charge": [-0.5587, 0.8348, -0.1485, -0.5881, -0.3333, -0.4398, 0.2724, 0.2099, 0.2759, 0.3143, -0.4609, 0.3490, 0.2730],
  "orbital_gap_ha": [0.308, 0.314],
  "spin_multiplicity": 2,
  "total_charge": 0,
  "fmax_ha_per_bohr": 0.059
}



{
  "formula": "CH11O4S",
  "method": "the ωB97M-V functional and the def2-TZVPD basis",
  "elements": ["C", "S", "H", "H", "H", "H", "H", "O", "H", "H", "O", "H", "H", "O", "H", "H", "O"],
  "positions_angstrom": [[-0.791, -0.909, -1.501], [0.131, 0.108, -0.263], [-1.811, -0.606, -1.757], [-0.099, -0.955, -2.342], [-0.868, -1.937, -1.118], [1.028, 2.316, -0.768], [2.323, 2.796, -0.148], [1.889, 2.702, -1.010], [-1.672, -0.529, 2.997], [-0.577, -0.725, 1.892], [-0.974, -1.084, 2.714], [1.752, -1.827, -0.139], [1.672, -3.278, 0.344], [2.279, -2.549, 0.262], [-2.669, 2.449, -0.127], [-1.666, 1.235, 0.061], [-2.603, 1.499, -0.145]],
  "mulliken_charge": [-0.7346, -0.7632, 0.3493, 0.2057, 0.1939, 0.2999, 0.2959, -0.6511, 0.2857, 0.3397, -0.6707, 0.2743, 0.2906, -0.6636, 0.2735, 0.3060, -0.6311],
  "orbital_gap_ha": 0.271,
  "total_charge": -1,
  "fmax_ha_per_bohr": 0.034
}



{
  "formula": "C39H35AsN7O9S3V",
  "method": "the ωB97M-V functional and the def2-TZVPD basis",
  "elements": ["V", "C", "C", "C", "C", "N", "C", "C", "C", "C", "C", "C", "N", "C", "C", "C", "C", "C", "N", "H", "H", "H", "H", "H", "H", "H", "H", "H", "H", "H", "O", "As", "O", "O", "C", "C", "C", "C", "C", "C", "S", "O", "O", "O", "H", "H", "H", "H", "H", "N", "C", "C", "C", "C", "C", "C", "S", "O", "O", "N", "C", "N", "C", "C", "C", "N", "H", "H", "H", "H", "H", "H", "H", "H", "H", "C", "C", "C", "C", "C", "C", "C", "S", "C", "O", "H", "H", "H", "H", "H", "H", "H", "H", "H", "H"],
  "positions_angstrom": [[-1.529, 0.761, -0.374], [3.121, -1.269, -3.063], [3.809, -0.600, -2.068], [3.176, 0.423, -1.383], [1.883, 0.781, -1.755], [1.217, 0.136, -2.709], [1.820, -0.878, -3.329], [1.254, 2.030, -1.216], [2.075, 3.113, -0.941], [1.524, 4.315, -0.550], [0.153, 4.459, -0.542], [-0.629, 3.370, -0.848], [-0.090, 2.156, -1.115], [-2.118, 3.440, -0.946], [-2.821, 4.622, -1.061], [-4.184, 4.579, -1.294], [-4.822, 3.354, -1.416], [-4.074, 2.208, -1.270], [-2.760, 2.252, -1.024], [3.581, -2.071, -3.626], [4.834, -0.857, -1.830], [3.679, 0.928, -0.571], [1.233, -1.380, -4.091], [3.144, 3.008, -1.023], [2.161, 5.144, -0.265], [-0.303, 5.390, -0.239], [-2.301, 5.567, -0.998], [-4.741, 5.501, -1.417], [-5.882, 3.288, -1.616], [-4.509, 1.225, -1.342], [-2.413, -0.561, 2.485], [-3.702, -0.403, 1.325], [-4.859, -1.507, 1.559], [-3.062, -0.314, -0.291], [-4.354, 1.402, 1.693], [-5.731, 1.530, 1.619], [-6.341, 2.756, 1.852], [-5.577, 3.877, 2.143], [-4.196, 3.777, 2.217], [-3.584, 2.549, 2.000], [-1.812, 2.524, 2.253], [-1.545, 2.061, 3.561], [-1.305, 3.796, 1.858], [-1.391, 1.471, 1.131], [-2.263, -1.501, 2.688], [-6.315, 0.641, 1.412], [-7.421, 2.829, 1.817], [-6.056, 4.831, 2.330], [-3.574, 4.633, 2.453], [3.794, -5.626, -2.040], [2.729, -4.923, -1.515], [1.440, -5.469, -1.521], [0.363, -4.754, -1.041], [0.559, -3.470, -0.562], [1.831, -2.897, -0.565], [2.911, -3.623, -1.026], [-0.710, -2.524, 0.203], [-0.314, -2.389, 1.577], [-2.029, -3.032, -0.018], [-0.530, -0.979, -0.603], [-1.072, -1.054, -1.877], [-1.171, -2.191, -2.558], [-1.813, -2.128, -3.713], [-2.338, -0.944, -4.231], [-2.176, 0.182, -3.472], [-1.545, 0.141, -2.297], [3.696, -6.617, -2.171], [4.722, -5.310, -1.824], [1.291, -6.478, -1.894], [-0.631, -5.189, -1.040], [1.960, -1.885, -0.204], [3.907, -3.189, -1.005], [-1.916, -3.066, -4.249], [-2.861, -0.922, -5.175], [-2.555, 1.146, -3.785], [6.506, -2.421, 2.608], [5.117, -1.846, 2.457], [4.933, -0.525, 2.059], [3.656, 0.018, 1.948], [2.550, -0.771, 2.212], [2.711, -2.106, 2.574], [3.988, -2.628, 2.706], [0.916, 0.009, 2.130], [0.687, -0.092, 3.923], [1.231, 1.452, 1.796], [7.233, -1.629, 2.787], [6.805, -2.951, 1.700], [6.545, -3.132, 3.434], [5.800, 0.095, 1.854], [3.498, 1.064, 1.705], [1.843, -2.732, 2.750], [4.111, -3.658, 3.025], [1.579, 0.299, 4.410], [0.524, -1.144, 4.162], [-0.179, 0.503, 4.182]],
  "mulliken_charge": [0.0712, -0.7309, -1.0835, -0.0168, 1.5246, -0.2701, -0.2957, -0.0705, -1.0234, -1.3973, -1.0619, 0.9055, 0.7989, 0.4101, -0.7516, -0.8455, -1.1215, -0.6202, 1.7007, 0.4240, 0.4809, 0.4912, 0.4543, 0.5728, 0.4491, 0.4619, 0.4809, 0.4946, 0.4772, 0.8116, -0.5465, 1.1921, -0.8480, -0.9117, -0.1336, -0.6943, -0.7608, -0.7062, -0.7623, 0.6365, 1.2800, -0.8406, -0.7523, 0.6698, 0.4113, 0.5875, 0.4568, 0.4585, 0.5758, -0.5029, 0.7921, -0.9355, -0.6178, -0.4870, -0.1131, -0.9644, 1.4147, -0.7871, -0.7723, 1.4467, 0.1043, -0.5556, -0.6456, -1.2925, -0.2320, 0.6320, 0.2140, 0.2202, 0.3391, 0.5897, 0.2941, 0.5144, 0.5532, 0.4925, 0.6385, -1.5296, 0.9912, -0.7313, -0.5171, -0.4361, -0.6253, -0.7720, 1.3807, -1.4937, -0.8812, 0.3941, 0.2639, 0.3883, 0.3942, 0.7108, 0.3964, 0.4221, 0.4529, 0.4358, 0.3833],
  "orbital_gap_ha": [0.230, 0.243],
  "spin_multiplicity": 2,
  "total_charge": 1,
  "fmax_ha_per_bohr": 0.062
}